(1)
DFT (wB97M-V/def2-TZVPD) results for an isolated molecule of C2H5N3O in a non-equilibrium geometry.

Cartesian coordinates (Å):
H -1.1632 1.0514 2.2254
N -1.6383 1.4582 1.4329
C -1.1206 1.1204 0.3182
N -0.1372 0.1273 0.1794
C 0.5021 -0.3800 -0.9608
N 1.3984 -1.3970 -0.6611
O 0.3319 0.0480 -2.0791
H -1.3500 2.0627 -0.1560
H 0.2043 -0.2112 1.0751
H 1.7744 -1.8567 -1.4798
H 1.1983 -2.0230 0.1058

Atomic forces in eV per Å
H -0.3 -1.0 0.7
N 0.4 -0.2 0.9
C 0.4 1.2 1.4
N 0.0 0.3 0.0
C -0.2 0.3 -0.1
N -0.2 0.0 -0.1
O 0.0 0.0 0.4
H 0.3 -0.9 -3.0
H -0.2 0.0 -0.3
H -0.1 0.2 0.1
H 0.0 0.2 -0.1

Properties
**M**: 87.1 g mol⁻¹
**Energy above the lowest of the compared OMol25 structures with the same formula, charge and spin**: 31.6 kcal/mol
**Frontier orbital gap**: 10.5 eV
**E_HOMO**: -9.871 eV
**LUMO**: 0.596 eV
**SMILES string**: [H]/N=C\NC(N)=O

(2)
DFT (wB97M-V/def2-TZVPD) results for a cluster of 2 separate species, C4H12NO3 in total in a non-equilibrium geometry.

Cartesian coordinates (Å):
C 0.7250 -0.8465 -1.5455
O 2.0525 -0.2842 -1.8688
C -0.1689 0.0220 -0.6959
C -1.4351 -0.5962 -0.1329
C -2.8719 -0.0302 -0.2067
O -3.1749 0.9407 -0.8249
N 0.6259 0.7186 0.4195
H 0.9136 -1.8068 -1.0376
H 0.3441 -1.2119 -2.5242
H 2.1261 -0.3495 -2.9345
H -0.4521 0.8351 -1.4232
H -1.2966 -0.6902 1.0668
H -1.4871 -1.7800 -0.4809
H -3.4371 -0.6851 0.3800
H 0.1967 1.5413 0.9420
H 0.7360 0.1257 1.3155
H 1.5859 1.0636 0.1478
H 1.8150 0.2323 3.1746
H 1.4458 1.6934 3.4646
O 1.7570 1.1078 2.7643

Atomic forces in eV per Å
C 2.2 -2.3 -0.7
O -1.4 -0.1 -3.0
C -0.7 3.0 -1.7
C 0.6 -3.6 2.3
C 3.1 0.7 -1.6
O -0.5 0.1 0.2
N 0.4 0.0 2.1
H 0.1 0.3 0.3
H -0.9 0.8 0.9
H -0.1 0.4 3.9
H 0.0 -0.2 1.1
H -0.2 -0.1 -2.5
H 0.0 2.9 0.9
H -2.1 -0.8 1.0
H 0.1 -0.9 -1.6
H 0.3 0.6 -2.0
H -1.0 -0.7 0.0
H 0.3 0.3 0.2
H 0.1 0.0 0.1
O -0.3 -0.4 0.1

Properties
**M**: 122.1 g mol⁻¹
**Energy above the lowest of the compared OMol25 structures with the same formula, charge and spin**: 67.2 kcal/mol
**Frontier orbital gap**: 10.4 eV
**E_HOMO**: -13.869 eV
**LUMO**: -3.466 eV
**Total charge**: +1

(3)
DFT (wB97M-V/def2-TZVPD) results for a structure of composition C17H25CdN5O9 in a non-equilibrium geometry.

Cartesian coordinates (Å):
Cd -0.9559 1.2118 1.2455
O 4.2889 -1.4467 4.4321
C 3.1476 -1.0588 3.7437
C 2.8323 -1.6790 2.5620
C 1.8536 -1.0577 1.7376
N 1.0768 -0.1023 2.1484
C 1.2198 0.3289 3.4094
C 2.3285 -0.0389 4.2292
C 0.1493 1.2018 4.0027
O 0.2255 1.2576 5.2470
O -0.7181 1.8612 3.3288
C 1.5511 -1.8691 0.5233
O 1.5219 -3.0926 0.5265
O 1.2456 -1.0968 -0.6199
H 4.2720 -2.4641 4.5212
H 3.3922 -2.4986 2.2068
H 2.5255 0.4450 5.1826
C -3.1913 -3.0821 2.3732
O -2.6839 -1.7410 2.2000
C -3.0425 -1.1334 1.0406
O -2.2202 -0.2919 0.5273
N -4.1980 -1.4138 0.5253
N -4.5707 -0.5793 -0.4654
H -2.4175 -3.8171 2.7521
H -3.4795 -3.4979 1.3970
H -4.0282 -3.0349 3.1044
H -2.7509 4.3240 1.8178
H -5.2349 -0.9153 -1.1194
H -4.0995 0.2836 -0.5658
C 0.6566 3.5903 -2.5557
C -0.0966 3.0606 -1.3117
N 0.4011 2.1277 -0.5538
O 1.6856 1.8306 -0.9845
C -1.2971 3.7487 -0.8403
C -1.8428 4.8505 -1.5944
N -1.7657 3.4002 0.3806
O -2.6494 4.4226 0.8464
H 0.5283 2.9057 -3.3936
H 1.7169 3.5313 -2.2503
H 0.2662 4.5746 -2.8699
H 1.8985 1.0578 -0.3893
H -1.3772 5.8009 -1.2791
H -2.9448 4.9587 -1.4289
H -1.6084 4.6370 -2.6341
C 2.2019 -3.4215 -3.0189
C 1.8075 -1.9429 -2.8981
C 1.0692 -1.4279 -4.2384
C 0.7703 -1.8269 -1.8018
H 3.0020 -3.6339 -3.7796
H 1.4161 -4.0707 -3.3023
H 2.5462 -3.8885 -2.0807
H 2.6631 -1.2771 -2.7831
H 0.1760 -2.0182 -4.3548
H 1.7136 -1.5801 -5.1125
H 0.7189 -0.3755 -4.2091
H 0.4138 -2.7783 -1.4147
H -0.1094 -1.2585 -2.1618

Atomic forces in eV per Å
Cd 1.0 0.7 0.0
O 0.0 -2.3 1.0
C -0.4 -0.4 -0.6
C 0.2 0.8 1.2
C 1.1 -3.6 -2.9
N -2.0 2.7 1.8
C 0.2 -0.1 -1.3
C 0.3 0.2 0.2
C 0.3 0.6 2.0
O -0.4 0.2 -0.5
O 0.2 -0.6 -0.8
C -0.7 1.5 0.6
O 0.5 0.0 -0.7
O 0.0 -0.9 0.0
H 0.0 2.5 -0.5
H 0.6 -0.7 -0.4
H -0.3 -0.2 -0.3
C 0.3 -0.2 0.2
O 0.7 -1.5 0.3
C -0.9 0.1 -1.1
O -0.1 0.1 0.2
N 0.5 -1.1 1.9
N -0.8 0.4 -0.9
H -0.4 1.4 -0.1
H -0.4 0.3 0.4
H 0.3 -0.3 -0.7
H 0.5 -0.5 -1.0
H -0.1 0.0 -0.2
H 0.5 0.6 -0.4
C -0.4 -0.6 1.1
C -2.0 2.2 -0.4
N -0.5 -0.2 0.4
O 1.2 -2.2 1.2
C 1.7 -2.3 1.4
C -1.2 1.2 -0.5
N 0.5 -0.2 -0.3
O -0.6 0.3 0.7
H 0.1 -0.2 -0.2
H -0.4 0.7 -0.6
H 0.7 -0.4 0.3
H -0.1 0.9 -1.1
H -0.2 0.0 -0.3
H 0.9 -0.1 -0.3
H -0.4 0.5 -0.2
C 2.2 -0.1 -0.3
C -1.2 0.0 -1.8
C 0.9 -0.3 0.8
C -0.6 1.4 1.8
H -0.5 0.5 0.5
H -1.4 -0.3 -0.5
H 0.0 0.7 0.0
H 0.0 -0.2 0.5
H -0.4 -0.4 -0.2
H -0.1 0.1 0.1
H 0.6 -0.5 0.3
H 0.1 -0.3 -0.3
H 0.4 -0.1 0.3

Properties
**M**: 555.8 g mol⁻¹
**Energy above the lowest of the compared OMol25 structures with the same formula, charge and spin**: 0.0 kcal/mol
**Frontier orbital gap (spin up / spin down)**: 4.7 / 3.4 eV
**E_HOMO (spin up / spin down)**: 0.022 / 1.311 eV
**LUMO (spin up / spin down)**: 4.712 / 4.711 eV
**Total charge**: -2

> Which of these has the highest energy above the lowest of the compared OMol25 structures with the same formula, charge and spin?

C4H12NO3

> The lowest energy above the lowest of the compared OMol25 structures with the same formula, charge and spin belongs to which entry?

C17H25CdN5O9

> M of number 1 (C2H5N3O)?

87.1 g mol⁻¹

> Look up the M of the second one.

122.1 g mol⁻¹